Below is a single C18H16O7 molecule, with properties calculated with ωB97M-V/def2-TZVPD.

Values from the calculation:
- Max |F|: 5.65 eV/A
- Total charge: 0
- SMILES string: C=C1c2c(O)c(C)c(O)c(C(C)=O)c2O[C@]12CC(=O)C(C(=O)O)=C2C
- Frontier orbital gap: 0.2641 hartree
- Energy: -1222.10672 hartree
- LUMO: -0.0352 hartree
- HOMO level: -8.15 eV

XYZ file:
```
41
Properties=species:S:1:pos:R:3:forces:R:3:mulliken_charge:R:1
O -1.926793 -3.381869 3.023897 0.8 -2.0 -3.1 -0.59
O 3.757316 -0.567055 0.760001 1.3 0.8 2.0 -0.70
O -2.998915 -3.718664 -1.097653 -0.1 0.0 0.8 -0.73
O -2.557518 -4.816194 1.357500 1.2 -0.6 -0.3 -0.52
O 3.883632 1.955887 0.000775 0.0 -0.5 0.3 -0.59
O -0.628398 3.746034 -0.869638 2.3 1.1 0.2 -0.60
O 0.022537 -0.885275 -0.441142 2.9 -0.2 0.2 -0.41
C -2.056680 -3.667665 1.808360 -3.8 1.3 4.0 0.38
C 2.846333 -0.743378 -0.002625 1.4 -0.2 -1.7 0.90
C -2.634664 -2.715119 -0.498220 0.4 0.7 -2.6 0.92
C -2.597529 1.510444 -0.364294 0.2 -1.8 -0.5 -1.83
C -2.285141 -2.577965 0.868164 3.1 3.6 1.5 -0.19
C -1.447283 0.784384 -0.401423 -3.4 4.1 0.7 -0.10
C -1.718989 -1.296098 1.109890 0.2 -2.3 -0.2 -0.21
C 0.658426 0.343993 -0.458816 0.4 0.6 -0.7 0.03
C 2.586465 1.718734 -0.278784 -1.5 1.8 -1.2 -0.05
C 0.333070 2.745096 -0.686823 -0.5 -0.2 0.1 0.14
C 2.022893 0.437628 -0.404773 1.0 -0.9 1.4 0.20
C -0.170270 1.451281 -0.531006 0.1 -2.6 -0.1 0.62
C 1.716279 2.883526 -0.615742 1.9 0.5 0.5 0.66
C 2.899538 -2.056882 -0.725164 -5.2 0.4 -0.9 -1.12
C -1.207658 -0.683390 2.379082 -0.9 -2.3 0.6 -1.46
C 2.323269 4.299201 -0.802165 -0.6 0.7 -0.6 -1.56
C -2.255238 -1.410238 -1.253640 1.4 -2.3 1.6 -1.29
C -1.296116 -0.674024 -0.202319 -4.1 0.4 -2.3 2.58
H -2.689785 -4.738044 0.370465 -0.1 -0.1 0.6 0.38
H 4.322280 1.161400 0.438241 -1.2 0.8 -0.7 0.43
H -0.196245 4.671717 -0.860165 -0.8 -2.3 0.0 0.26
H -3.573777 1.030113 -0.263552 0.3 0.1 0.1 0.36
H -2.605370 2.539436 -0.653111 0.1 0.4 0.2 0.35
H 1.971829 -2.632497 -0.297724 1.2 0.9 -1.4 0.15
H 3.668604 -2.702117 -0.470007 2.0 -0.5 0.3 0.46
H 2.773929 -1.800908 -1.831099 0.1 -0.9 1.4 0.28
H -1.613791 0.273967 2.531302 -0.1 1.7 -0.4 0.40
H -1.611285 -1.250656 3.226314 0.3 -0.1 -0.3 0.46
H -0.126297 -0.730813 2.467734 0.2 0.3 -0.3 0.28
H 3.233570 4.499191 -0.207900 -0.7 -0.3 0.0 0.33
H 2.617737 4.546345 -1.866241 -0.3 -0.7 0.9 0.28
H 1.534744 5.109889 -0.592699 1.3 -1.1 0.1 0.33
H -3.096625 -0.839007 -1.473428 -1.4 1.1 -0.2 0.45
H -1.878088 -1.820412 -2.191575 0.7 0.6 0.0 0.35
```
Forces are in eV/Å.

Below is a molecular structure, C18H17AsF9MoN6OS6, with properties calculated with ωB97M-V/def2-TZVPD.

Values from the calculation:
- Max |F|: 0.48 eV/A
- Total charge: -1
- Frontier orbital gap (spin up / spin down): 0.1959 / 0.1970 hartree
- Energy: -6691.91193 hartree
- LUMO (spin up / spin down): 0.0458 / 0.0470 hartree
- HOMO level (spin up / spin down): -4.08 / -4.08 eV
- <S²>: 2.02
- Spin multiplicity: 3

XYZ file:
```
59
Properties=species:S:1:pos:R:3:forces:R:3:mulliken_charge:R:1
Mo -0.494256 0.848696 -0.423782 0.2 0.2 0.2 0.57
C 5.316323 3.135729 -0.961427 0.0 0.0 0.0 -0.94
C 4.474001 3.320622 0.294483 0.0 0.0 0.0 -0.45
N 3.076274 3.580786 0.013438 0.1 0.2 0.0 -0.17
C 2.201585 2.608904 -0.323021 -0.1 0.2 -0.1 0.52
S 0.558356 3.093871 -0.666776 0.0 -0.2 0.2 -0.53
N 2.640617 1.395698 -0.424444 0.2 0.0 0.0 -0.89
N 1.641395 0.516345 -0.748169 -0.3 -0.2 -0.1 0.53
C 2.007603 -0.617809 -1.241346 0.1 -0.1 0.0 1.01
C 3.446073 -0.944095 -1.454779 0.0 0.1 0.0 -1.61
C 0.910065 -1.509057 -1.541574 -0.1 -0.2 0.0 0.10
C 1.096014 -2.774848 -1.990242 0.0 0.1 0.1 -0.37
C -0.024949 -3.649817 -2.215075 0.0 -0.2 -0.1 -0.87
C -1.230011 -3.266684 -1.794359 -0.2 0.3 0.0 -0.85
C -1.411866 -1.955914 -1.101714 0.1 -0.1 0.3 0.17
N -0.352708 -0.957858 -1.311807 0.1 -0.1 -0.1 0.05
H 6.353619 2.926308 -0.693330 0.0 0.0 0.0 0.33
H 5.294522 4.031905 -1.583149 0.0 0.0 0.0 0.28
H 4.934399 2.298697 -1.544503 0.0 0.0 0.0 0.20
H 4.848700 4.158294 0.885172 0.0 0.0 0.0 0.42
H 4.532586 2.424474 0.914279 0.0 0.0 0.0 0.24
H 2.708466 4.510719 0.096554 0.0 0.0 0.0 0.21
H 3.858187 -0.281388 -2.217108 0.0 0.0 0.0 0.26
H 3.591524 -1.973519 -1.763287 0.0 0.0 0.0 0.43
H 3.999441 -0.751846 -0.535282 0.0 0.0 0.0 0.36
H 2.096098 -3.135240 -2.174343 0.0 0.0 0.0 0.26
H 0.124677 -4.620118 -2.669369 0.0 0.0 0.0 0.42
H -2.127055 -3.874412 -1.842275 0.1 -0.1 0.0 0.23
H -2.367954 -1.522613 -1.413104 0.0 0.1 0.0 0.54
S -4.386580 -4.769826 -0.310702 0.1 -0.1 0.4 -0.54
As -4.122537 -4.006001 1.633734 -0.1 0.1 -0.3 0.35
S -2.622789 -0.155173 0.531312 0.1 0.0 0.4 0.13
S -1.542906 -2.304219 0.672416 -0.4 0.1 -0.3 -0.13
S -2.798724 -5.099373 2.862364 0.1 -0.1 0.0 -0.59
F -4.480670 4.148625 0.176518 0.0 0.0 0.1 -0.28
C -3.364416 3.794094 -0.474686 0.0 0.0 0.0 0.44
F -2.322051 4.286923 0.195335 -0.1 0.0 -0.1 -0.23
F -3.389119 4.394402 -1.673244 0.0 0.1 0.1 -0.27
C -3.244144 2.248602 -0.629474 0.2 0.1 0.1 1.31
O -1.987329 1.974017 -1.110495 0.0 0.0 -0.1 -1.07
C -4.288619 1.753008 -1.659832 -0.2 0.0 -0.2 0.52
F -4.308629 0.414423 -1.728736 0.0 0.2 0.0 -0.21
F -3.994468 2.202949 -2.884687 0.0 -0.1 0.0 -0.25
F -5.527530 2.168552 -1.363295 0.0 0.0 -0.1 -0.26
C -3.427856 1.541436 0.736362 -0.1 -0.2 0.0 0.21
F -4.736596 1.397935 1.062898 0.1 0.0 0.0 -0.33
F -2.864249 2.281845 1.715130 0.0 0.1 0.0 -0.32
F -2.737126 -0.232078 2.206999 0.0 -0.1 -0.3 -0.33
S 0.206602 0.909308 1.956621 0.1 0.2 -0.1 -0.42
C 0.490409 -0.761668 2.345502 0.0 -0.1 0.0 0.37
N -0.383304 -1.342963 3.213950 0.1 0.2 -0.1 0.08
C -0.365431 -2.654239 3.488456 -0.1 0.1 0.2 -0.51
C 0.651716 -3.410772 2.975264 0.2 0.0 -0.1 -0.42
C 1.591976 -2.742862 2.194788 -0.1 -0.1 0.1 -0.06
N 1.523623 -1.456470 1.884345 0.0 0.2 0.0 -0.30
H -1.196901 -0.777149 3.441365 0.0 -0.1 0.0 0.30
H -1.191646 -3.055828 4.061161 0.0 -0.1 0.0 0.51
H 0.685627 -4.476676 3.134975 0.0 0.0 0.0 0.44
H 2.431945 -3.286648 1.775994 0.0 0.0 0.0 0.40
```
Forces are in eV/Å.

Energy relative to the best compared isomer or geometry (same formula, charge and spin) per entry: 281.6; 345.8 kJ/mol